--- one ---
The following is a DFT calculation (wB97M-V/def2-TZVPD) of an isolated molecule of C8H11NOS.

Each line ends with the natural charge from an NBO analysis.
Geometry (Å):
O  2.46876  -1.09233  -0.30167  -0.725
C  1.79811  0.02403  0.27274  0.093
C  1.18362  0.99389  -0.76655  -0.441
C  -0.30091  1.00221  -0.40317  -0.220
C  -0.25294  0.83134  1.12194  -0.411
C  0.58634  -0.45018  1.06743  -0.237
C  -0.26633  -1.35367  0.15301  -0.419
C  -0.89902  -0.34279  -0.84790  -0.049
N  -2.32768  -0.34531  -0.77392  -0.429
C  -3.42333  -0.24522  -0.34289  0.271
S  -4.92894  -0.13742  0.16814  -0.100
H  3.27357  -0.78055  -0.73341  0.473
H  2.48763  0.57091  0.94667  0.170
H  1.61635  1.99479  -0.68511  0.219
H  1.36018  0.62869  -1.78350  0.217
H  -0.86904  1.83848  -0.82730  0.229
H  0.24134  1.66607  1.59440  0.215
H  -1.26495  0.68504  1.58377  0.223
H  0.82692  -0.92151  2.05534  0.230
H  -1.03869  -1.86150  0.72614  0.226
H  0.35725  -2.11708  -0.33020  0.243
H  -0.62823  -0.58790  -1.89399  0.221

Calculated values
E_HOMO ... -8.888 eV
E_LUMO ... 0.0233 hartree
Orbital gap ... 9.5 eV

***

--- two ---
The following is a DFT calculation (wB97M-V/def2-TZVPD) of an isolated molecule of C8H11NOS.

Each line ends with the natural charge from an NBO analysis.
Geometry (Å):
C  1.18725  1.32604  -1.05308  -0.603
C  0.78096  0.24882  0.10187  -0.068
C  1.33699  0.80667  1.38106  -0.609
C  1.10299  -1.13083  -0.40281  -0.382
C  -0.14292  -2.09933  -0.10681  -0.432
C  -1.16429  -1.11825  0.05496  0.258
O  -2.49964  -1.15002  0.06334  -0.413
C  -2.89943  0.18851  0.04011  0.313
S  -4.40470  0.71293  0.10944  -0.145
N  -1.85347  1.00363  0.25484  -0.563
C  -0.70990  0.20429  0.01740  0.058
H  0.32183  1.45113  -1.68949  0.205
H  2.05189  0.81675  -1.61930  0.211
H  1.42019  2.33841  -0.74488  0.211
H  2.38300  0.60714  1.37039  0.214
H  0.94920  0.30972  2.22957  0.212
H  1.26639  1.88429  1.60530  0.219
H  1.94709  -1.77459  -0.02948  0.231
H  1.25930  -1.17334  -1.46264  0.221
H  -0.20604  -2.76943  0.83519  0.215
H  -0.37118  -2.63721  -0.95029  0.220
H  -1.75550  1.95467  -0.00469  0.427

Calculated values
E_HOMO ... -7.617 eV
E_LUMO ... 0.0206 hartree
Orbital gap ... 8.2 eV

***

Which of them is the most stable? Correct choice: one.

***

--- one ---
The following is a DFT calculation (wB97M-V/def2-TZVPD) of an isolated molecule of CCl4OS.

Each line ends with the natural charge from an NBO analysis.
Geometry (Å):
C  0.27352  -0.35630  0.64952  -0.370
O  -0.24868  1.80834  -0.66686  -0.846
S  -0.81162  0.49630  -0.66548  1.347
Cl  0.35256  -1.98675  0.47925  0.378
Cl  1.71074  0.55804  0.95359  0.122
Cl  1.10058  -2.69096  -1.74299  -0.345
Cl  -2.50101  0.53767  0.72902  -0.286

Calculated values
E_HOMO (alpha / beta) ... -10.643 / -9.781 eV
E_LUMO (alpha / beta) ... -0.0894 / -0.1067 hartree
Orbital gap (alpha / beta) ... 8.2 / 6.9 eV

***

--- two ---
The following is a DFT calculation (wB97M-V/def2-TZVPD) of a structure of composition CCl4OS.

Each line ends with the natural charge from an NBO analysis.
Geometry (Å):
C  0.66346  0.63979  1.12934  -0.284
O  -0.00853  0.07528  -1.49933  -0.864
S  -0.41498  -0.50371  -0.29083  1.368
Cl  1.25447  -0.40129  2.26600  0.151
Cl  1.72864  1.51769  0.13874  0.130
Cl  -0.97744  -3.07155  -0.82553  -0.354
Cl  -2.31733  0.01384  -0.02446  -0.147

Calculated values
E_HOMO (alpha / beta) ... -9.524 / -9.997 eV
E_LUMO (alpha / beta) ... -0.1256 / -0.0881 hartree
Orbital gap (alpha / beta) ... 6.1 / 7.6 eV

***

Which of them is the most stable? Correct choice: one.

***

--- one ---
The following is a DFT calculation (wB97M-V/def2-TZVPD) of an isolated molecule of C18H29NO2.

Each line ends with the natural charge from an NBO analysis.
Geometry (Å):
C  -4.77918  -1.72124  -1.56558  -0.591
C  -3.83516  -1.20768  -0.52854  -0.153
C  -3.51724  -1.93067  0.51829  -0.085
C  -2.90161  -1.57050  1.59406  -0.278
C  -2.43887  -0.42102  1.47034  -0.013
C  -1.84409  0.35234  3.04641  -0.652
C  -2.76252  0.47683  0.55720  0.281
O  -2.28459  1.94418  0.41686  -0.566
C  -1.27761  2.03417  -0.64174  -0.055
C  0.18401  1.94078  -0.16615  0.113
O  0.47335  2.28612  0.96261  -0.691
C  0.45050  0.17361  -0.34903  -0.219
N  1.74595  -0.17175  -0.24138  -0.428
C  2.77570  0.55870  -1.37929  -0.234
C  3.92666  -0.32336  -1.25899  -0.364
C  4.60309  -0.37310  -0.10567  -0.327
C  5.79952  -1.12044  0.11940  -0.595
C  3.73944  -0.85614  1.01720  -0.386
C  2.38688  -0.23157  0.99791  -0.181
C  -3.62040  -0.00523  -0.36722  0.032
C  -4.00352  1.07740  -1.74220  -0.603
H  -4.22868  -1.66950  -2.57388  0.217
H  -4.94744  -2.70164  -1.65233  0.213
H  -5.94158  -1.17878  -1.60261  0.214
H  -3.94501  -3.15193  0.59515  0.170
H  -2.61025  -2.24098  2.45863  0.223
H  -0.72668  0.20914  2.66173  0.202
H  -1.96451  -0.46971  3.71064  0.231
H  -2.09939  1.36889  2.94512  0.234
H  -1.69254  1.89479  -1.38898  0.141
H  -1.30691  3.22816  -0.44010  0.175
H  0.79258  2.45116  -0.87668  0.166
H  -0.37940  2.14139  1.75690  0.491
H  -0.13205  -0.22120  0.16594  0.165
H  0.03827  0.08541  -1.12832  0.157
H  2.13315  0.36034  -2.28116  0.223
H  2.97277  1.70304  -1.04905  0.204
H  4.64824  0.08147  -2.12121  0.207
H  3.68426  -1.52403  -1.67371  0.196
H  4.88865  0.63859  0.11059  0.202
H  6.39911  -1.08478  0.99231  0.236
H  6.55497  -0.78805  -0.60427  0.203
H  5.67797  -2.07776  -0.52518  0.208
H  4.13063  -0.87467  2.09634  0.218
H  3.41737  -1.80702  0.75446  0.199
H  1.69686  -0.29237  1.68594  0.205
H  2.52392  0.95468  1.40338  0.093
H  -5.09896  0.94057  -1.89849  0.211
H  -3.78782  2.04552  -1.33570  0.215
H  -3.51782  1.06784  -2.53996  0.178

Calculated values
E_HOMO ... -6.603 eV
E_LUMO ... 0.0261 hartree
Orbital gap ... 7.3 eV

***

--- two ---
The following is a DFT calculation (wB97M-V/def2-TZVPD) of an isolated molecule of C18H29NO2.

Each line ends with the natural charge from an NBO analysis.
Geometry (Å):
C  -1.89324  -2.92698  4.09721  -0.607
C  -0.80310  -3.44310  3.16604  -0.391
C  -1.20673  -3.33094  1.68985  -0.231
C  -0.14425  -3.95716  0.78332  -0.599
C  -1.48655  -1.90072  1.29434  -0.079
C  -2.75901  -1.54988  0.87040  -0.187
C  -3.07780  -0.25561  0.49531  -0.241
C  -2.10241  0.71989  0.54351  -0.192
C  -0.82158  0.40052  0.96126  -0.324
C  -0.50313  -0.89832  1.33742  0.364
O  0.74579  -1.26951  1.76861  -0.522
C  1.78837  -0.32843  1.78106  -0.087
C  2.28260  0.05752  0.37391  -0.101
O  2.22064  1.46034  0.23976  -0.546
C  2.98254  1.99342  -0.81887  -0.067
C  2.41575  1.76108  -2.22560  -0.242
N  1.36376  2.69638  -2.54110  -0.438
C  0.14766  2.52489  -1.76245  -0.229
C  -0.93568  3.28208  -2.54268  -0.416
C  -0.30734  3.54682  -3.92084  -0.405
C  0.93535  2.66139  -3.92651  -0.216
H  -2.09677  -1.87656  3.90100  0.208
H  -1.58776  -3.03140  5.13602  0.208
H  -2.81652  -3.48537  3.95380  0.197
H  0.11566  -2.88092  3.32908  0.214
H  -0.60094  -4.49304  3.39168  0.196
H  -2.13749  -3.89535  1.55604  0.199
H  0.81057  -3.45870  0.91921  0.217
H  -0.44029  -3.86975  -0.26029  0.206
H  -0.02348  -5.01195  1.02130  0.204
H  -3.52261  -2.31407  0.83396  0.208
H  -4.07868  -0.01618  0.16888  0.212
H  -2.32567  1.73602  0.25354  0.211
H  -0.07091  1.17314  0.97996  0.232
H  1.50112  0.58688  2.31188  0.192
H  2.58579  -0.81936  2.34405  0.199
H  1.64692  -0.44272  -0.37121  0.183
H  3.31660  -0.28339  0.22147  0.173
H  4.00272  1.58275  -0.77308  0.165
H  3.02167  3.06868  -0.63190  0.202
H  3.22454  1.92190  -2.94399  0.204
H  2.08005  0.71041  -2.32220  0.165
H  0.29909  2.92120  -0.75875  0.207
H  -0.12133  1.45827  -1.67596  0.168
H  -1.83910  2.67886  -2.62552  0.208
H  -1.19806  4.21636  -2.04955  0.209
H  -0.00997  4.59111  -4.00594  0.206
H  -0.98243  3.31088  -4.74135  0.209
H  1.72693  3.04215  -4.57456  0.200
H  0.67867  1.63643  -4.25153  0.156

Calculated values
E_HOMO ... -8.378 eV
E_LUMO ... 0.0338 hartree
Orbital gap ... 9.3 eV

***

Which of them is the most stable? Correct choice: two.

***

--- one ---
The following is a DFT calculation (wB97M-V/def2-TZVPD) of an isolated molecule of CH2IOP.

Each line ends with the natural charge from an NBO analysis.
Geometry (Å):
C  -0.38108  -0.51586  -0.20655  -0.857
O  -0.07311  2.05426  1.04792  -0.895
P  0.21179  1.04980  -0.80754  0.901
I  1.72810  -0.77582  0.18348  0.321
H  -0.67765  -1.21748  -1.00608  0.248
H  -0.80804  -0.59490  0.78876  0.281

Calculated values
E_HOMO (alpha / beta) ... -8.614 / -8.623 eV
E_LUMO (alpha / beta) ... -0.0469 / -0.0469 hartree
Orbital gap (alpha / beta) ... 7.3 / 7.3 eV

***

--- two ---
The following is a DFT calculation (wB97M-V/def2-TZVPD) of an isolated molecule of CH2IOP.

Each line ends with the natural charge from an NBO analysis.
Geometry (Å):
C  -0.32189  -0.04893  0.37035  -0.907
O  0.19725  0.98070  -2.07399  -0.998
P  0.65941  0.58054  -0.76836  1.559
I  0.29928  -0.65913  2.32591  0.167
H  -1.39014  0.18176  0.66307  0.259
H  1.56579  -0.33752  -0.62785  -0.079

Calculated values
E_HOMO ... -9.202 eV
E_LUMO ... -0.0386 hartree
Orbital gap ... 8.2 eV

***

--- three ---
The following is a DFT calculation (wB97M-V/def2-TZVPD) of a cluster of 2 separate species, CH2IOP in total.

Each line ends with the natural charge from an NBO analysis.
Geometry (Å):
C  -0.50145  -0.58824  -0.29253  0.086
O  -0.09522  -1.60163  0.18215  -0.520
P  0.44049  0.91767  -0.84347  0.348
I  2.50472  0.43538  0.20831  -0.030
H  -1.53115  -0.32260  -0.48661  0.125
H  -0.81739  1.15942  1.23215  -0.009

Calculated values
E_HOMO (alpha / beta) ... -9.123 / -9.526 eV
E_LUMO (alpha / beta) ... -0.0555 / -0.0762 hartree
Orbital gap (alpha / beta) ... 7.6 / 7.5 eV

***

Which of them is the most stable? Correct choice: two.

***

--- one ---
The following is a DFT calculation (wB97M-V/def2-TZVPD) of a cluster of 3 separate species, C5H17N3O in total.

Each line ends with the natural charge from an NBO analysis.
Geometry (Å):
C  2.56589  -0.75690  0.03728  -0.613
C  1.80530  0.49018  0.47663  -0.059
N  0.61870  0.07722  1.21631  -0.861
C  1.37943  1.32086  -0.75214  -0.219
N  0.67765  2.55713  -0.47125  -0.835
H  1.91145  -1.39536  -0.54933  0.212
H  2.90925  -1.31781  0.90458  0.204
H  3.42950  -0.48269  -0.56284  0.209
H  2.47952  1.11917  1.09344  0.152
H  0.88395  -0.47587  2.02307  0.359
H  0.10924  0.88905  1.54919  0.371
H  0.73312  0.70857  -1.38376  0.189
H  2.27927  1.57530  -1.32109  0.185
H  1.21122  3.12618  0.17889  0.346
H  -0.22758  2.37016  -0.05198  0.368
C  -2.67093  0.65600  1.04133  0.301
O  -2.01641  1.65543  1.04446  -0.524
H  -2.43355  -0.20889  1.67751  0.114
H  -3.56375  0.53996  0.40607  0.111
C  -1.30735  -1.41970  -1.10166  -0.448
N  -2.11845  -2.48829  -0.54022  -0.830
H  -0.73156  -0.95463  -0.29987  0.233
H  -0.61190  -1.86114  -1.81393  0.191
H  -1.88147  -0.64025  -1.62455  0.155
H  -2.62313  -2.97273  -1.27782  0.350
H  -2.80740  -2.11094  0.10166  0.337

Calculated values
E_HOMO ... -8.839 eV
E_LUMO ... 0.0205 hartree
Orbital gap ... 9.4 eV

***

--- two ---
The following is a DFT calculation (wB97M-V/def2-TZVPD) of a cluster of 2 separate species, C5H17N3O in total.

Each line ends with the natural charge from an NBO analysis.
Geometry (Å):
N  -0.57191  -1.83035  -2.02214  -0.875
C  -0.19270  -0.42233  -2.06367  -0.227
C  -1.29917  0.44900  -1.47886  -0.418
C  -1.50754  0.28586  0.05077  -0.417
C  -0.18362  0.23001  0.91645  -0.221
N  0.39416  1.56646  0.82989  -0.653
C  1.49746  1.83321  1.72928  -0.048
N  2.70636  1.08485  1.35717  -0.907
H  -1.09870  -2.15188  -2.82319  0.360
H  -1.06383  -2.11349  -1.18923  0.368
H  0.68262  -0.36052  -1.42494  0.187
H  0.06299  -0.06834  -3.06636  0.199
H  -2.27316  0.41290  -1.93316  0.211
H  -0.99868  1.52194  -1.53492  0.187
H  -1.88607  1.24260  0.47676  0.219
H  -2.19360  -0.53653  0.21950  0.213
H  -0.31767  -0.01286  1.97836  0.205
H  0.42893  -0.54469  0.42689  0.141
H  0.60602  1.93534  -0.08412  0.361
H  1.71847  2.91550  1.52026  0.183
H  1.15320  1.55776  2.73489  0.181
H  3.46046  1.55154  0.89130  0.374
H  2.97290  0.28063  1.89543  0.372
O  -1.03650  -2.75371  1.02019  -0.934
H  -0.22494  -2.38125  0.65804  0.468
H  -0.83546  -3.69165  0.91542  0.470

Calculated values
E_HOMO ... -8.496 eV
E_LUMO ... 0.0319 hartree
Orbital gap ... 9.4 eV

***

Which of them is the most stable? Correct choice: two.